# 1
A 2-piece molecular cluster, C17H22N3O3 overall, computed with ωB97M-V/def2-TZVPD.

Results
Frontier orbital gap = 0.227 hartree
Charge = +1
Energy above the lowest of the compared OMol25 structures with the same formula, charge and spin = 1826.8 kJ/mol

Each line ends with the Löwdin charge.
Positions of all 45 atoms, in Å:
C 1.43133 -2.31510 0.69501  0.054
C 1.10615 -2.00126 -0.65943  -0.049
C 0.22300 -1.62124 -2.02804  -0.154
O 0.96294 -0.64481 -2.84375  -0.104
C 0.73925 0.73260 -2.37357  -0.226
O -0.26125 1.50988 -2.84695  0.047
C 1.78990 1.33009 -1.26024  0.063
C 3.42587 1.23299 -1.59100  0.117
C 4.42492 1.88242 -0.45668  -0.065
C 6.08970 1.93686 -0.60772  -0.136
C 6.64401 3.44321 -0.13732  -0.088
C 6.81267 4.70269 0.51368  0.068
N 3.88836 2.50226 0.85078  0.060
C 2.39319 2.59980 1.17542  0.092
C 1.25001 2.03783 0.11878  -0.026
C -0.31920 2.22729 0.56709  -0.143
C -1.13934 0.78245 0.64484  -0.249
N -2.14947 0.64749 -0.49232  -0.031
H 1.61311 -2.33147 1.87401  0.068
H 0.14496 -2.62553 -2.63397  0.146
H -0.87365 -1.28396 -1.78092  0.132
H 3.83596 0.73310 -2.57622  0.138
H 6.40783 1.80589 -1.75063  0.136
H 6.52799 1.08402 0.06399  0.129
H 6.68490 5.72023 1.12477  0.079
H 4.53088 2.89745 1.60087  0.152
H 2.02200 3.10487 2.17139  0.141
H -0.32830 2.64557 1.68280  0.119
H -0.90296 3.04809 -0.06746  0.142
H -1.78378 0.81339 1.64779  0.125
H -0.40637 -0.12448 0.74492  0.088
H -2.53070 1.63556 -0.59992  0.088
H -2.94261 0.08307 -0.09871  0.030
C -5.15704 -1.68909 0.97810  -0.302
O -4.69573 -0.81287 0.25804  -0.017
N -4.97098 -3.04463 0.80813  -0.203
C -5.55283 -4.01900 1.70719  -0.059
C -4.16866 -3.51106 -0.30405  -0.045
H -5.78199 -1.44585 1.85295  0.135
H -4.74894 -4.60573 2.16078  0.092
H -6.21221 -4.67800 1.13547  0.094
H -6.13034 -3.53046 2.49694  0.088
H -3.16241 -3.09001 -0.21825  0.085
H -4.61831 -3.16182 -1.23843  0.098
H -4.11184 -4.60274 -0.30813  0.092

---

# 2
C33H46P2SiSn as an isolated structure, computed with ωB97M-V/def2-TZVPD.

Results
Frontier orbital gap = 0.189 hartree
Charge = +2
Energy above the lowest of the compared OMol25 structures with the same formula, charge and spin = 58.1 kJ/mol

Each line ends with the Löwdin charge.
Positions of all 83 atoms, in Å:
P -2.49375 3.56034 0.03472  0.695
P -2.80437 0.72525 -2.25868  0.905
C -3.25963 3.12296 -1.58975  -0.478
C -4.02715 1.82562 -1.42755  -0.453
H -2.36522 2.96347 -2.24787  0.000
H -3.91140 3.88075 -2.06185  0.109
H -4.12719 1.48084 -0.38768  0.054
H -5.03218 1.85939 -1.87787  0.105
C -2.97075 1.07735 -4.17887  -0.227
H -3.00048 0.09857 -4.68232  0.041
H -2.09562 1.62557 -4.57605  0.036
H -3.89714 1.61563 -4.41845  0.049
C -4.25281 -0.46225 -2.38364  -0.274
H -4.98642 -0.12941 -3.13586  0.058
H -4.75134 -0.40575 -1.41063  0.034
H -3.98099 -1.50074 -2.57323  0.020
C -3.21557 5.24854 0.15588  -0.200
H -3.36608 5.56351 1.19438  0.061
H -4.18245 5.36930 -0.36018  0.068
H -2.55954 5.97321 -0.34088  0.063
C -2.90138 2.51202 1.52753  -0.235
H -2.80173 1.42172 1.44360  0.046
H -3.95829 2.68902 1.80607  0.080
H -2.26669 2.81048 2.37557  0.048
Sn -0.46168 2.51279 -0.32916  1.022
C -1.82356 -3.01533 -2.98933  -0.112
C -1.25270 -1.84480 -2.78219  -0.175
C -0.60266 -1.42056 -1.47321  -0.233
C -1.03666 -2.02309 -0.06175  -0.193
C -2.52796 -2.05036 0.16827  -0.129
C -3.29994 -3.11359 -0.08470  -0.095
C -2.96447 -4.23279 -1.05702  -0.169
C -1.70570 -4.13565 -1.97105  -0.169
C 0.38992 3.00955 1.71592  -0.333
H -2.30562 -3.09528 -3.99491  0.129
H -1.23885 -1.01481 -3.54477  0.094
H -0.67772 -0.31819 -1.31241  -0.030
H 0.46569 -1.64486 -1.60222  0.079
H -0.53081 -3.00094 0.09497  0.101
H -0.55079 -1.37213 0.69634  0.086
H -2.92659 -1.14058 0.67751  0.095
H -4.26153 -3.33607 0.42184  0.120
H -3.81642 -4.33974 -1.75102  0.120
H -2.92897 -5.19683 -0.51430  0.119
H -0.77589 -3.98064 -1.42143  0.086
H -1.66639 -5.06130 -2.54792  0.116
H 0.13727 2.18524 2.38371  -0.028
H -0.09684 3.91522 2.06290  -0.011
H 1.48012 3.13821 1.63948  -0.031
C 3.27421 -2.72193 -2.35016  -0.024
C 2.72085 -3.20074 -1.15032  -0.048
C 2.45182 -2.30608 -0.10727  -0.108
C 2.85512 -0.95102 -0.17235  -0.270
C 3.47473 -0.48798 -1.35935  -0.065
C 3.63171 -1.36930 -2.43733  -0.048
Si 2.47356 0.19669 1.26113  1.031
C 2.47613 -0.83875 2.80808  -0.325
C 1.41128 -0.71409 3.72354  -0.096
C 1.36983 -1.54117 4.85403  -0.057
C 2.37191 -2.49899 5.07703  -0.043
C 3.45043 -2.59120 4.19001  -0.047
C 3.51501 -1.75846 3.06202  -0.088
C 3.77184 1.52281 1.46918  -0.286
C 4.54792 1.56940 2.64839  -0.056
C 5.60021 2.49994 2.76716  -0.037
C 5.86735 3.41267 1.73466  -0.033
C 5.05785 3.40569 0.58581  -0.049
C 4.00132 2.48107 0.45314  -0.115
H 3.48144 -3.41521 -3.17122  0.127
H 2.51838 -4.26551 -1.00594  0.123
H 1.93150 -2.65644 0.78946  0.109
H 3.82997 0.54042 -1.41193  0.092
H 4.07979 -0.99472 -3.36484  0.121
H 0.62330 0.01883 3.52212  0.087
H 0.55251 -1.43717 5.56472  0.113
H 2.31288 -3.15877 5.94960  0.122
H 4.25421 -3.30476 4.36795  0.119
H 4.36122 -1.84157 2.37179  0.122
H 4.34372 0.87573 3.46398  0.105
H 6.22472 2.48653 3.66247  0.121
H 6.72228 4.09696 1.81578  0.126
H 5.26903 4.10324 -0.22688  0.116
H 3.35890 2.49502 -0.43437  0.095

---

# 3
A 2-piece molecular cluster, C3H9N3O2 overall, computed with ωB97M-V/def2-TZVPD.

Results
Frontier orbital gap = 0.345 hartree
Energy above the lowest of the compared OMol25 structures with the same formula, charge and spin = 1019.0 kJ/mol

Each line ends with the Löwdin charge.
Positions of all 17 atoms, in Å:
C -3.20771 -0.02894 -0.11304  -0.165
C -0.93988 -0.73274 0.21813  -0.269
C 0.34785 -0.29146 0.35043  -0.380
H -3.49618 0.25528 0.89184  0.097
H -3.36276 -1.09308 -0.46668  0.115
H -3.64517 0.60594 -0.67716  0.013
H -1.74324 0.75135 -1.28369  0.224
H -0.98612 -1.82562 -0.26488  0.160
H -1.41043 -1.19422 1.21331  0.179
H -0.18214 1.43533 0.76280  0.035
H 2.21588 0.48460 -0.87626  0.213
H 3.31241 -1.35972 -0.01992  0.214
N -1.86683 0.21002 -0.26828  -0.168
N 0.65402 1.02156 0.83764  0.072
N 1.25732 -1.08563 -0.24511  0.076
O 1.33773 1.40537 -0.46857  -0.253
O 2.63536 -0.50069 -0.06671  -0.163

---

# 4
An isolated ion of composition C16H28NO4S and charge +1, computed with ωB97M-V/def2-TZVPD.

Results
Frontier orbital gap = 0.339 hartree
Charge = +1

Each line ends with the Löwdin charge.
Positions of all 50 atoms, in Å:
C 0.18990 -0.93975 -3.86638  -0.076
C -0.03767 -0.31166 -2.47196  -0.223
C -0.24926 -1.40898 -1.42876  -0.146
C -1.32073 -1.12857 -0.37883  -0.205
N -1.55425 -2.45385 0.26572  0.089
C -1.77499 -2.56635 1.53510  -0.511
C -2.00708 -3.85795 2.20305  -0.038
C -0.77911 -4.75383 1.99947  -0.444
O -0.87016 -5.86312 1.48290  0.154
O 0.40107 -4.24759 2.48167  0.099
S -1.76299 -1.03759 2.28609  1.196
C -0.98394 -0.18790 0.80921  -0.484
C 0.53452 0.05072 1.09665  -0.170
C 1.15436 -0.55240 2.34889  -0.263
C 2.66877 -0.25440 2.32166  -0.073
C -1.71660 1.16845 0.83410  -0.165
C -1.40224 2.12046 -0.31140  -0.134
O -0.49250 3.14806 0.07635  0.022
C 0.68782 3.17754 -0.58717  -0.469
O 1.18284 2.19837 -1.10626  0.093
C 1.33766 4.52363 -0.61243  -0.134
C 1.41489 5.08128 -2.03993  -0.057
H 0.84238 -0.30366 -4.44414  0.074
H 0.70163 -1.88520 -3.74179  0.073
H -0.74273 -1.05387 -4.39788  0.076
H -0.89344 0.34092 -2.55061  0.097
H 0.86568 0.22446 -2.22751  0.090
H -0.58221 -2.29317 -1.96220  0.114
H 0.65707 -1.68216 -0.90545  0.119
H -2.30201 -0.90529 -0.78353  0.169
H -1.55918 -3.30575 -0.28152  0.181
H -2.82947 -4.36321 1.71653  0.147
H -2.17413 -3.70422 3.25746  0.138
H 0.81129 -3.68020 1.82331  0.105
H 1.14296 -0.23572 0.25224  0.098
H 0.65627 1.11716 1.19148  0.107
H 1.04654 -1.62777 2.40758  0.076
H 0.77654 -0.07141 3.23826  0.104
H 3.18650 -0.82792 3.07179  0.077
H 3.05015 -0.48536 1.33547  0.075
H 2.80752 0.80953 2.46409  0.081
H -2.78425 0.98739 0.87122  0.110
H -1.47244 1.65111 1.77087  0.127
H -2.32845 2.62497 -0.54916  0.137
H -1.08536 1.60621 -1.20397  0.095
H 2.34829 4.34840 -0.26673  0.122
H 0.87990 5.20140 0.09327  0.117
H 1.51627 4.25873 -2.73080  0.074
H 2.30602 5.67971 -2.12514  0.076
H 0.53835 5.67033 -2.26086  0.078

---

# 5
C34H30N2NiO2SSbSe as an isolated structure, computed with ωB97M-V/def2-TZVPD.

Results
Frontier orbital gap (spin up / spin down) = 0.293 / 0.295 hartree
Charge = +1
Multiplicity = 3

Each line ends with the Löwdin charge.
Positions of all 72 atoms, in Å:
Ni 0.53424 0.36102 0.26200  0.147
C 2.64622 3.89598 1.10819  0.008
C 1.79447 2.89312 0.35222  -0.330
O 1.33004 1.91949 0.99275  -0.116
C 1.60911 3.15489 -1.03175  -0.112
C 1.96465 4.39491 -1.63534  -0.025
C 1.49542 4.76221 -2.87507  -0.090
C 0.61981 3.89489 -3.54166  -0.062
C 0.18908 2.69831 -2.96926  -0.016
C 0.60906 2.38615 -1.66335  -0.359
O -0.01768 1.35744 -1.19932  -0.177
H 3.52974 4.19631 0.57280  0.074
H 2.87012 3.43236 2.08045  0.101
H 2.11224 4.84789 1.23058  0.106
H 2.73547 5.01223 -1.10138  0.123
H 1.83829 5.71841 -3.40956  0.136
H 0.21930 4.14381 -4.55344  0.124
H -0.55974 1.99807 -3.36982  0.128
C 0.99122 -0.43446 -3.42352  0.004
N 2.24574 0.21367 -3.11293  -0.061
C 2.96046 0.00516 -2.00579  -0.631
Se 2.44439 -0.88873 -0.39926  0.749
N 4.13376 0.60867 -2.14084  0.139
C 4.21282 1.23270 -3.39069  -0.142
C 5.09898 2.14129 -3.92942  0.015
C 4.65607 2.73590 -5.11588  -0.080
C 3.51572 2.36654 -5.78970  -0.072
C 2.66879 1.37435 -5.29082  0.012
C 2.97808 0.90876 -4.01723  -0.167
H 0.31411 -0.13215 -2.66665  0.050
H 1.18209 -1.51446 -3.55245  0.122
H 0.67350 -0.03334 -4.37816  0.086
H 4.72764 0.79613 -1.35961  0.155
H 5.94622 2.52507 -3.42175  0.109
H 5.29566 3.47772 -5.54835  0.106
H 3.42503 2.80748 -6.76925  0.111
H 1.74033 1.10516 -5.82098  0.123
S 0.57818 -0.49924 2.38712  0.192
Sb -1.30390 -1.81118 2.60702  1.350
C -0.76179 -3.72506 3.31884  -0.352
C 0.33096 -4.31397 2.68445  -0.132
C 0.57959 -5.67230 2.81146  -0.039
C -0.37956 -6.40166 3.55656  -0.063
C -1.38935 -5.79521 4.26702  -0.083
C -1.65833 -4.45011 4.10272  -0.109
C -2.57851 -0.70839 3.95695  -0.336
C -3.92583 -0.59741 3.66370  -0.152
C -4.77561 0.21228 4.38732  -0.062
C -4.23992 0.97750 5.46056  -0.081
C -2.91660 0.93468 5.77914  -0.077
C -2.05294 0.03462 5.06343  -0.080
C -2.61394 -1.98583 0.97508  -0.371
C -2.77945 -0.86485 0.15229  -0.134
C -3.55830 -0.94406 -0.98417  -0.056
C -4.19262 -2.15625 -1.23589  -0.072
C -4.10191 -3.24372 -0.39707  -0.062
C -3.27183 -3.17118 0.71523  -0.107
H 0.95708 -3.72270 2.07112  0.073
H 1.39368 -6.18080 2.29739  0.114
H -0.31614 -7.47320 3.72099  0.110
H -2.09764 -6.40539 4.79597  0.110
H -2.52907 -4.02662 4.50435  0.090
H -4.25523 -1.17653 2.76128  0.103
H -5.81971 0.19767 4.16145  0.100
H -4.87758 1.77081 5.90859  0.122
H -2.56347 1.51450 6.59415  0.096
H -1.06421 -0.16136 5.47471  0.098
H -2.25454 0.05509 0.36450  0.083
H -3.69845 -0.07801 -1.65005  0.124
H -4.83456 -2.27468 -2.08486  0.106
H -4.59063 -4.17786 -0.62241  0.113
H -3.16832 -4.04249 1.31526  0.096

---

# 6
C31H33N5O7PdSi as an isolated structure, computed with ωB97M-V/def2-TZVPD.

Results
Frontier orbital gap (spin up / spin down) = 0.233 / 0.229 hartree
Energy above the lowest of the compared OMol25 structures with the same formula, charge and spin = 0.0 kJ/mol
Multiplicity = 5

Each line ends with the Löwdin charge.
Positions of all 78 atoms, in Å:
Pd 0.15328 0.17877 0.39995  1.168
C 2.53356 2.32334 0.49107  -0.050
N 1.42772 1.87558 1.35124  -0.240
C 1.94469 1.28213 2.60436  -0.032
C 0.47560 2.92086 1.65034  -0.178
C 0.83995 4.24919 1.77879  -0.005
C -0.10724 5.21466 2.09931  -0.056
C -1.43619 4.86024 2.28864  -0.067
C -1.81960 3.53976 2.16533  -0.010
C -0.87177 2.55423 1.85397  -0.203
N -1.20310 1.24632 1.59960  0.054
C -2.25407 0.57372 2.12474  -0.216
C -2.80793 0.86300 3.38887  -0.002
C -3.72932 0.00993 3.94839  -0.065
C -4.11714 -1.13804 3.26031  -0.045
C -3.59507 -1.43025 2.00798  0.003
C -2.67939 -0.57964 1.41224  -0.186
N -2.13222 -0.79313 0.11636  -0.214
C -2.22864 -2.17722 -0.34266  -0.062
C -2.68556 0.12318 -0.90004  -0.036
H 3.14376 3.08933 0.97700  0.090
H 2.14064 2.68920 -0.45548  0.104
H 3.17475 1.46928 0.29606  0.071
H 2.48587 2.03325 3.18925  0.102
H 2.61587 0.46346 2.35101  0.079
H 1.11996 0.87854 3.18868  0.091
H 1.86600 4.54978 1.62755  0.111
H 0.19705 6.24875 2.18843  0.110
H -2.17655 5.61695 2.51002  0.110
H -2.86054 3.25982 2.25286  0.117
H -2.43639 1.71210 3.94517  0.116
H -4.12422 0.21317 4.93437  0.109
H -4.82917 -1.81865 3.70763  0.111
H -3.90969 -2.33205 1.50559  0.109
H -3.27151 -2.48397 -0.48809  0.097
H -1.73765 -2.83223 0.37541  0.105
H -1.72965 -2.24662 -1.30263  0.055
H -3.73768 -0.10982 -1.10158  0.100
H -2.11039 0.00968 -1.81840  0.079
H -2.60821 1.15418 -0.56132  0.084
O 0.81934 -3.47476 2.35645  0.076
C 0.93141 -2.40346 1.79758  -0.592
O 0.11620 -1.39410 1.90913  -0.104
C 2.12273 -2.05717 0.91758  -0.066
C 3.40574 -1.91032 1.41839  0.047
C 4.35531 -1.27801 0.61943  -0.140
C 4.03594 -0.62963 -0.55750  0.060
C 2.71319 -0.70518 -0.99876  -0.177
C 1.85021 -1.63405 -0.38228  -0.284
O 0.72041 -2.06257 -1.00758  -0.144
N 2.17442 0.22864 -1.87832  -0.361
O 0.89650 0.57445 -1.67695  -0.214
O 2.89531 0.87958 -2.67239  -0.015
N 5.73842 -1.17207 1.11699  -0.353
O 6.55824 -0.63144 0.40178  0.077
O 5.97963 -1.64001 2.21232  0.076
H 3.66460 -2.26756 2.40414  0.136
H 4.75451 -0.02071 -1.08524  0.134
C 2.44611 -3.01201 -3.15127  -0.123
Si 0.78310 -3.11802 -2.33488  0.520
C 0.45049 -4.81677 -1.66451  -0.136
C -0.57525 -2.55936 -3.48101  -0.245
C -1.55339 -3.44757 -3.93354  -0.098
C -2.56226 -3.02721 -4.79016  -0.086
C -2.60608 -1.70466 -5.20725  -0.087
C -1.63962 -0.80772 -4.77030  -0.080
C -0.63132 -1.23062 -3.91577  -0.088
H 2.45558 -3.70757 -3.99463  0.046
H 3.25338 -3.29618 -2.47288  0.047
H 2.65751 -2.01411 -3.54052  0.043
H 0.57666 -5.58665 -2.42890  0.041
H -0.56178 -4.89470 -1.26194  0.037
H 1.14342 -5.03112 -0.84726  0.046
H -1.53501 -4.48260 -3.60955  0.096
H -3.31254 -3.72948 -5.13117  0.101
H -3.39159 -1.37327 -5.87491  0.101
H -1.66949 0.22487 -5.09539  0.106
H 0.09794 -0.51021 -3.56061  0.089